w) This record from the Open Molecules 2025 dataset describes a 2-piece molecular cluster, C2H8NO overall. The level of theory is ωB97M-V with the def2-TZVPD basis set.

Each line ends with the Mulliken charge.
Element x y z (Å)
O: -0.114 -1.773 -1.353  -0.659
H: -0.016 -0.159 -0.745  0.338
H: 0.695 -2.166 -1.702  0.313
H: -0.769 -2.461 -1.526  0.322
C: -0.216 0.004 1.399  -0.718
C: 0.400 1.725 -0.272  -0.115
N: 0.131 0.520 0.031  0.033
H: -0.584 -0.974 1.095  0.254
H: 0.601 0.111 2.103  0.320
H: -1.005 0.632 1.825  0.350
H: 0.732 2.003 -1.261  0.277
H: 0.143 2.536 0.405  0.283

The frontier orbital gap comes out at 11.712 eV. Its total charge is +1.

x) This record from the Open Molecules 2025 dataset describes a 2-piece molecular cluster, C2H8NO overall. The level of theory is ωB97M-V with the def2-TZVPD basis set.

Each line ends with the Mulliken charge.
Element x y z (Å)
C: -0.726 1.185 1.208  -0.789
C: 1.231 0.147 0.456  -0.761
N: -0.151 0.249 0.314  -0.036
H: -1.809 1.164 1.084  0.366
H: -0.495 0.971 2.280  0.380
H: -0.400 2.210 0.999  0.388
H: 1.528 -0.817 0.900  0.391
H: 1.661 0.010 -0.562  0.367
H: 1.745 0.947 1.001  0.392
H: -0.976 -2.056 -1.964  0.355
H: -0.496 -0.976 -0.957  0.548
O: -0.333 -1.382 -1.809  -0.601

The frontier orbital gap comes out at 5.876 eV. Its total charge is +1.

y) This record from the Open Molecules 2025 dataset describes a 2-piece molecular cluster, C2H8NO overall. The level of theory is ωB97M-V with the def2-TZVPD basis set.

Each line ends with the Mulliken charge.
Element x y z (Å)
N: -2.046 0.557 0.596  -0.490
H: -2.221 -0.208 1.248  0.385
H: -2.755 0.445 -0.137  0.405
H: -1.110 0.470 0.037  0.294
H: -2.255 1.417 1.103  0.370
O: 0.131 0.797 -0.702  -0.578
C: 1.030 0.031 -1.019  0.271
C: 1.907 -0.651 -0.025  -0.970
H: 0.925 -0.506 -1.999  0.344
H: 2.965 -0.564 -0.283  0.341
H: 1.862 -0.131 0.944  0.314
H: 1.569 -1.656 0.237  0.314

The frontier orbital gap comes out at 10.996 eV. Its total charge is +1.

Computed stability ranking, most favorable first: y), w), x)

w) This record from the Open Molecules 2025 dataset describes an isolated ion of composition C2H7ClN3 and charge +1. The level of theory is ωB97M-V with the def2-TZVPD basis set.

Each line ends with the Mulliken charge.
Element x y z (Å)
C: -0.115 0.010 -0.584  0.054
C: 0.516 0.972 0.434  -0.362
N: 0.978 -0.901 -0.387  -0.329
N: 1.376 -0.199 0.832  -0.287
N: -1.538 -0.467 -0.136  -0.337
Cl: 1.186 2.523 -0.164  -0.109
H: -0.231 0.251 -1.626  0.468
H: -0.156 1.135 1.258  0.247
H: 0.894 -1.867 -0.216  0.256
H: 2.263 0.165 0.787  0.285
H: -2.160 0.114 -0.646  0.318
H: -1.567 -0.248 0.917  0.405
H: -1.447 -1.487 -0.469  0.391

The frontier orbital gap comes out at 9.575 eV. Its total charge is +1.

x) This record from the Open Molecules 2025 dataset describes an isolated ion of composition C2H7ClN3 and charge +1. The level of theory is ωB97M-V with the def2-TZVPD basis set.

Each line ends with the Mulliken charge.
Element x y z (Å)
C: -1.385 -0.325 -0.141  0.599
C: 0.814 0.732 -0.703  -0.390
N: -2.234 -1.309 0.073  -0.352
N: 0.575 1.546 0.481  -0.493
N: -0.059 -0.479 -0.615  -0.164
Cl: -2.094 1.201 0.220  -0.019
H: 1.837 0.319 -0.651  0.351
H: 0.637 1.349 -1.597  0.293
H: -1.893 -2.313 0.053  0.274
H: -2.971 -1.181 0.666  0.247
H: 0.897 2.442 0.436  0.185
H: 0.961 0.962 1.260  0.210
H: 0.341 -1.347 -0.618  0.258

The frontier orbital gap comes out at 9.389 eV. Its total charge is +1.

Computed stability ranking, most favorable first: x), w)

w) This record from the Open Molecules 2025 dataset describes a 2-piece molecular cluster, C2H3NS4 overall. The level of theory is ωB97M-V with the def2-TZVPD basis set.

Each line ends with the Mulliken charge.
Element x y z (Å)
C: -0.857 1.557 1.663  -0.011
C: 0.401 0.919 1.316  0.294
N: -1.946 0.885 1.757  -0.370
S: 0.256 -0.702 0.945  -0.027
S: -1.783 -0.722 1.561  0.070
S: 1.247 -1.697 -3.136  -0.266
S: 1.798 1.786 1.233  -0.274
H: -0.836 2.715 1.768  0.319
H: 0.014 -1.966 -3.533  0.143
H: 1.705 -2.775 -3.574  0.120

The frontier orbital gap (alpha / beta) comes out at 7.526 / 7.525 eV. Its total charge is 0.

x) This record from the Open Molecules 2025 dataset describes one molecule with the formula C2H3NS4. The level of theory is ωB97M-V with the def2-TZVPD basis set.

Each line ends with the Mulliken charge.
Element x y z (Å)
C: -0.273 0.128 0.884  -0.238
C: 0.231 -0.352 -0.416  0.326
N: -1.529 0.192 1.125  -0.369
S: -1.068 -0.732 -1.424  -0.104
S: -2.549 0.024 -0.102  0.058
S: 1.257 1.438 -1.022  -0.179
S: 1.611 -1.474 -0.209  -0.166
H: 0.469 0.249 1.777  0.341
H: 0.275 1.873 -1.879  0.154
H: 1.576 -1.345 1.266  0.176

The frontier orbital gap comes out at 7.968 eV. Its total charge is 0.

y) This record from the Open Molecules 2025 dataset describes one molecule with the formula C2H3NS4. The level of theory is ωB97M-V with the def2-TZVPD basis set.

Each line ends with the Mulliken charge.
Element x y z (Å)
C: -0.400 -0.194 0.962  -0.418
C: 0.197 0.180 -0.351  0.337
N: -0.805 0.740 1.694  -0.417
S: 0.608 1.870 -0.454  -0.076
S: -0.652 2.270 1.145  0.030
S: 1.649 -0.900 -0.702  -0.154
S: -1.274 -0.350 -1.478  -0.142
H: -0.452 -1.210 1.155  0.504
H: 1.597 -1.578 0.510  0.160
H: -0.467 -0.828 -2.482  0.176

The frontier orbital gap comes out at 8.610 eV. Its total charge is 0.

Computed stability ranking, most favorable first: w), y), x)